# 1
DFT (ωB97M-V with the def2-TZVPD basis set) results for one molecule with the formula C3H4N2O2.

Each line ends with the Löwdin charge.
Atoms and positions in Å:
N1 2.945 -0.355 0.830  0.1329
C1 1.762 -0.477 0.915  -0.1611
C2 0.244 -0.515 1.185  -0.1802
O1 -0.521 -0.780 0.023  -0.1519
N2 -1.028 0.463 -0.381  0.0061
C3 -0.538 0.683 -1.599  -0.2389
O2 -1.149 1.239 -2.613  -0.0218
H1 -0.195 0.616 1.566  0.2015
H2 0.053 -1.400 1.879  0.1360
H3 -1.977 0.466 -0.286  0.1228
H4 0.404 0.060 -1.518  0.1546

Atomic forces in eV per Å
-4.9 -0.6 0.2
3.0 1.0 0.1
0.0 1.1 1.6
0.0 0.4 1.2
1.4 -0.2 0.1
-1.5 1.3 -6.2
3.3 -2.3 5.2
1.8 -3.5 -0.5
0.3 1.5 -0.5
-3.3 0.1 0.4
-0.1 1.3 -1.7

As for the SMILES: N#CCONC=O. The LUMO energy is 0.31 eV. The value obtained for the relative energy (zero: lowest compared OMol25 entry of this formula, charge and spin) is 5.503 eV. The total energy comes out at -376.56155 a.u. As for the spin multiplicity: 1. As for the HOMO energy: -10.65 eV.


# 2
DFT (ωB97M-V with the def2-TZVPD basis set) results for C30H30AgN3O as an isolated structure.

Each line ends with the Löwdin charge.
Atoms and positions in Å:
Ag1 -0.573 0.327 -0.872  0.7356
C1 6.239 -2.259 -1.557  -0.0445
C2 5.297 -2.488 -2.707  -0.2186
C3 5.724 -3.093 -3.880  -0.0509
C4 4.859 -3.312 -4.945  -0.0920
C5 3.541 -2.897 -4.844  -0.0844
C6 3.096 -2.273 -3.687  -0.0273
C7 3.961 -2.083 -2.614  -0.2024
N1 3.544 -1.459 -1.412  0.1295
C8 2.208 -1.233 -1.062  -0.3908
N2 1.448 -2.354 -1.200  0.1216
C9 0.036 -2.648 -1.320  -0.2342
C10 -0.983 -1.701 -1.251  -0.2226
C11 -2.281 -2.183 -1.424  -0.1823
C12 -2.569 -3.524 -1.639  -0.1135
C13 -1.525 -4.436 -1.695  -0.0762
C14 -0.213 -4.014 -1.543  -0.2317
C15 0.906 -5.030 -1.617  -0.0527
N3 1.810 -0.117 -0.586  0.0815
C16 2.667 1.000 -0.586  -0.2817
C17 2.964 1.673 -1.769  -0.0352
C18 3.749 2.817 -1.758  -0.0916
C19 4.240 3.305 -0.554  -0.1006
C20 3.945 2.633 0.624  -0.0561
C21 3.166 1.482 0.632  -0.2227
C22 2.865 0.743 1.910  -0.0360
H1 7.200 -2.733 -1.747  0.0758
H2 5.829 -2.661 -0.630  0.0824
H3 6.426 -1.194 -1.395  0.0827
H4 6.757 -3.409 -3.955  0.1082
H5 5.214 -3.797 -5.844  0.0990
H6 2.857 -3.047 -5.667  0.1032
H7 2.071 -1.931 -3.619  0.1167
H8 4.160 -0.727 -1.081  0.1300
H9 2.028 -3.152 -1.400  0.0923
H10 -3.106 -1.482 -1.382  0.0662
H11 -3.593 -3.854 -1.760  0.0916
H12 -1.724 -5.488 -1.862  0.1011
H13 0.497 -6.023 -1.795  0.0754
H14 1.477 -5.073 -0.686  0.0853
H15 1.608 -4.823 -2.431  0.0747
H16 2.560 1.290 -2.699  0.1155
H17 3.971 3.327 -2.685  0.0989
H18 4.846 4.200 -0.533  0.0958
H19 4.327 3.009 1.566  0.1059
H20 3.219 1.301 2.776  0.0743
H21 3.342 -0.239 1.916  0.0815
H22 1.794 0.574 2.013  0.0652
C23 -0.787 4.816 -0.379  -0.0024
C24 -0.685 3.414 0.172  -0.3574
O1 -0.353 2.507 -0.572  -0.0436
C25 -0.949 3.188 1.620  -0.1551
C26 -1.066 1.896 2.121  -0.0287
C27 -1.305 1.690 3.469  -0.0597
C28 -1.419 2.779 4.331  -0.0691
C29 -1.302 4.071 3.839  -0.0710
C30 -1.076 4.274 2.487  -0.0282
H23 -0.708 4.776 -1.462  0.0887
H24 0.030 5.427 0.014  0.0963
H25 -1.724 5.288 -0.089  0.0899
H26 -0.985 1.044 1.448  0.0732
H27 -1.401 0.683 3.847  0.1091
H28 -1.602 2.619 5.385  0.1054
H29 -1.390 4.918 4.504  0.1052
H30 -0.987 5.281 2.109  0.1053

Atomic forces in eV per Å
0.0 -0.3 -0.1
0.0 0.0 -0.1
0.1 0.0 0.1
0.0 0.0 -0.1
0.0 0.0 0.1
0.0 0.0 0.1
0.0 0.0 -0.1
-0.1 0.1 0.1
0.1 0.0 0.0
0.0 -0.5 -0.3
-0.3 0.0 0.1
0.6 0.0 0.0
0.2 0.5 0.1
-0.3 -0.2 0.0
0.1 0.1 0.0
0.0 0.1 0.0
0.1 -0.2 0.0
-0.2 0.0 0.0
-0.1 0.5 0.3
0.0 -0.1 0.0
0.1 0.1 -0.1
0.0 0.0 0.1
0.0 0.0 -0.1
0.0 0.0 0.0
0.0 -0.1 0.1
0.0 0.1 -0.1
0.0 0.0 0.0
0.0 0.0 0.0
0.0 0.0 0.0
0.0 0.0 0.0
0.0 0.0 0.0
0.0 0.0 0.0
0.0 0.0 0.0
0.0 -0.1 -0.1
-0.1 0.0 0.0
0.0 0.0 0.0
0.0 0.0 0.0
0.0 0.0 0.0
0.0 0.0 0.0
0.0 0.0 0.0
0.0 0.0 0.0
0.0 0.0 0.0
0.0 0.0 0.0
0.0 0.0 0.0
0.0 0.0 0.0
0.0 0.0 0.0
0.0 0.0 0.0
-0.1 0.0 0.0
0.1 -0.1 0.0
0.2 0.1 0.1
-0.2 0.2 -0.1
-0.1 0.2 0.0
0.0 -0.3 -0.1
0.0 0.2 0.1
0.0 -0.1 -0.1
0.0 0.0 -0.1
0.0 -0.1 0.0
0.0 0.0 0.0
0.0 0.0 0.0
0.0 0.0 0.0
0.0 0.1 0.1
0.0 0.0 0.0
0.0 0.0 0.0
0.0 0.0 0.0
0.0 0.1 0.0

The LUMO energy is -0.25 eV. The total energy comes out at -1547.66136 a.u. As for the spin multiplicity: 1. As for the HOMO energy: -6.99 eV.


no.,Kohn-Sham gap (eV)
1,10.966
2,6.744